Record 1
Computed, not measured: a structure of composition C34H57CoN3O2SSi at a distorted geometry, with wB97M-V/def2-TZVPD.

Values from the calculation:
- Energy relative to the best compared isomer or geometry (same formula, charge and spin): 13.165 eV
- Multiplicity: 4
- HOMO (alpha / beta): -5.52 / -5.41 eV
- Strongest force on any atom: 9.100 eV/Å
- Lowest unoccupied orbital energy (alpha / beta): -0.29 / -0.29 eV
- HOMO-LUMO gap (alpha / beta): 5.23 / 5.12 eV

Last column: Löwdin charge in e.
CARTESIAN COORDINATES (ANGSTROEM)
O1 0.8625 0.3800 -3.0713  -0.173
O2 2.4163 -1.4084 -3.0655  -0.145
C1 -0.1817 -0.1095 -3.9802  -0.235
C2 -1.1631 0.9594 -4.3373  -0.053
H1 -0.6756 -0.9597 -3.5006  0.121
H2 0.3059 -0.5362 -4.8701  0.113
H3 -1.6833 1.3615 -3.4574  0.094
H4 -1.9407 0.5298 -4.9895  0.097
H5 -0.7213 1.7979 -4.8867  0.079
C3 1.8254 1.2937 -3.7537  -0.179
C4 2.3391 0.9209 -5.1061  -0.080
H6 2.6396 1.4337 -3.0353  0.125
H7 1.2788 2.2407 -3.8267  0.129
H8 2.7908 -0.0770 -5.1562  0.060
H9 3.1392 1.6335 -5.3963  0.106
H10 1.5805 0.9903 -5.8983  0.086
C5 3.6208 -1.2043 -2.2396  -0.152
C6 1.9878 -2.7175 -3.5591  -0.165
C7 4.7646 -0.8269 -3.1026  -0.056
H11 3.7696 -2.1231 -1.6702  0.138
H12 3.3778 -0.4009 -1.5382  0.137
H13 5.0062 -1.5759 -3.8648  0.079
H14 5.6528 -0.7060 -2.4730  0.101
H15 4.6042 0.1337 -3.6139  0.080
C8 2.9094 -3.1753 -4.6237  -0.061
H16 0.9661 -2.5843 -3.9280  0.126
H17 1.9524 -3.3866 -2.6985  0.132
H18 3.0457 -2.4314 -5.4213  0.090
H19 2.4911 -4.0755 -5.0883  0.098
H20 3.8921 -3.4485 -4.2289  0.084
H21 1.5905 -0.7042 -2.8145  0.094
N1 -2.2150 0.9409 1.3093  -0.173
C9 -2.5894 0.3699 2.5094  -0.358
C10 -1.7268 -0.2598 3.3381  -0.068
C11 -0.3103 -0.3323 3.3777  -0.347
C12 -4.0258 0.4151 2.8875  -0.017
H22 -4.6440 -0.2632 2.2723  0.093
H23 -4.4842 1.4143 2.8436  0.092
H24 -4.1573 0.0818 3.9361  0.088
C13 0.3411 -1.1640 4.4438  -0.014
H25 0.9392 -0.5304 5.1212  0.097
H26 1.0277 -1.8996 3.9833  0.073
H27 -0.3651 -1.7295 5.0683  0.081
N2 0.4798 0.2765 2.5261  -0.041
C14 -3.1949 1.6305 0.4905  -0.213
C15 -3.8976 0.8851 -0.4696  -0.218
C16 -3.7460 -0.5674 -0.7280  -0.060
C17 -4.8536 1.5682 -1.2326  -0.068
H28 -5.4151 1.0258 -1.9980  0.108
C18 -5.1211 2.9128 -1.0269  -0.089
H29 -5.8728 3.4244 -1.6326  0.100
C19 -4.4407 3.5940 -0.0248  -0.040
H30 -4.6832 4.6497 0.1460  0.119
C20 -3.4838 2.9498 0.7481  -0.257
C21 -2.9705 3.7579 1.8010  -0.196
C22 1.6699 0.9456 2.9447  -0.190
C23 2.9434 0.3646 2.7104  -0.222
C24 3.1131 -0.9632 2.0644  -0.065
C25 4.0805 1.0519 3.1383  -0.074
H31 5.0673 0.6154 2.9652  0.103
C26 3.9839 2.2781 3.7859  -0.098
H32 4.8880 2.7989 4.1099  0.098
C27 2.7413 2.8282 4.0365  -0.043
H33 2.6669 3.7838 4.5632  0.118
C28 1.5774 2.1843 3.6251  -0.239
C29 0.3779 2.7552 4.1227  -0.137
Co1 -0.2475 0.7347 0.6155  0.284
H34 -3.3309 -0.7578 -1.7395  0.080
H35 -4.7301 -1.0767 -0.7086  0.096
H36 -3.1136 -1.0935 -0.0013  0.041
H37 -2.7497 3.1274 2.7650  0.110
H38 -3.5467 4.5798 2.2141  0.105
H39 -1.9624 4.2816 1.4784  0.092
H40 4.0289 -0.9960 1.4462  0.074
H41 2.2825 -1.2239 1.3976  0.035
H42 3.2061 -1.7739 2.8152  0.090
H43 -0.3764 2.7052 3.1566  -0.107
H44 0.3515 3.8442 4.2969  0.074
H45 -0.2824 2.2208 4.7827  0.104
H46 -2.2308 -0.8405 4.1192  0.109
C30 -0.2181 -1.0525 -0.2044  -0.299
Si1 -0.5657 -2.7721 0.3823  0.375
H47 -1.0571 -0.4652 -0.6890  -0.014
H48 0.8301 -0.6371 -0.1989  -0.027
C31 -1.3578 -3.7456 -1.0128  -0.201
C32 -1.7976 -3.0041 1.7816  -0.175
C33 0.9875 -3.6467 0.9604  -0.187
H49 1.8378 -3.4549 0.2912  0.010
H50 0.8384 -4.7407 1.0053  0.038
H51 1.2762 -3.3178 1.9699  0.014
H52 -2.1528 -3.1569 -1.4921  0.016
H53 -1.8099 -4.6765 -0.6383  0.027
H54 -0.6301 -4.0247 -1.7866  0.005
H55 -2.6769 -2.3488 1.6960  0.021
H56 -1.3302 -2.8308 2.7609  0.019
H57 -2.1737 -4.0413 1.7946  0.035
S1 -0.7405 2.4347 1.6827  0.917
C34 -1.2145 3.9037 2.8519  -0.632
N3 -1.4874 4.8291 3.6473  0.054



Record 2
Computed, not measured: a structure of composition C34H57FeN3O2Si at a distorted geometry, with wB97M-V/def2-TZVPD.

Values from the calculation:
- Energy relative to the best compared isomer or geometry (same formula, charge and spin): 0.495 eV
- Multiplicity: 5
- HOMO (alpha / beta): -6.66 / -7.07 eV
- Strongest force on any atom: 4.708 eV/Å
- Lowest unoccupied orbital energy (alpha / beta): 0.42 / 0.42 eV
- HOMO-LUMO gap (alpha / beta): 7.08 / 7.48 eV

Last column: Löwdin charge in e.
CARTESIAN COORDINATES (ANGSTROEM)
O1 0.8786 -2.2542 -0.5203  -0.131
O2 -1.7514 -2.3294 -4.5724  -0.180
C1 2.0891 -2.4402 -1.4187  -0.125
C2 3.0718 -3.3384 -0.7236  -0.042
H1 2.4809 -1.4319 -1.5833  0.113
H2 1.7015 -2.8501 -2.3557  0.117
H3 3.4500 -2.8635 0.1884  0.081
H4 3.9243 -3.5078 -1.3842  0.093
H5 2.6330 -4.3111 -0.4793  0.082
C3 -0.2461 -3.2287 -0.5020  -0.155
C4 -0.1617 -4.2264 -1.6169  -0.066
H6 -1.1630 -2.6339 -0.5513  0.126
H7 -0.1826 -3.6814 0.4863  0.106
H8 -0.3590 -3.7606 -2.5913  0.079
H9 -0.9599 -4.9577 -1.4588  0.097
H10 0.7962 -4.7579 -1.6414  0.077
C5 -2.8046 -1.8308 -3.7502  -0.285
C6 -1.0594 -1.3395 -5.3312  -0.282
C7 -3.6745 -3.0020 -3.3214  -0.069
H11 -3.4172 -1.0906 -4.3027  0.123
H12 -2.3745 -1.3287 -2.8608  0.105
H13 -3.9781 -3.6088 -4.1835  0.083
H14 -4.5784 -2.6256 -2.8356  0.077
H15 -3.1400 -3.6416 -2.6102  0.062
C8 -0.8880 -1.8052 -6.7675  -0.078
H16 -0.0637 -1.2052 -4.8740  0.110
H17 -1.5866 -0.3671 -5.3203  0.114
H18 -0.3327 -2.7456 -6.8180  0.076
H19 -0.3380 -1.0494 -7.3314  0.074
H20 -1.8573 -1.9453 -7.2561  0.078
H21 0.6401 -1.2657 -0.3098  0.066
N1 1.5464 1.1390 2.0399  -0.037
C9 1.5288 2.4133 2.4820  -0.312
C10 0.3851 3.2159 2.3775  -0.041
C11 -0.9093 2.7592 2.1246  -0.319
C12 2.7714 2.9629 3.1109  -0.007
H22 3.6511 2.8816 2.4544  0.086
H23 3.0081 2.4543 4.0604  0.099
H24 2.6059 4.0248 3.3262  0.082
C13 -2.0710 3.7023 2.1821  -0.011
H25 -2.6439 3.5947 3.1199  0.095
H26 -2.7664 3.5540 1.3404  0.086
H27 -1.6987 4.7337 2.1365  0.082
N2 -1.1706 1.4500 1.8914  -0.046
C14 2.6975 0.2936 2.2534  -0.190
C15 3.7686 0.3195 1.3403  -0.222
C16 3.7957 1.2389 0.1587  -0.035
C17 4.8457 -0.5410 1.5546  -0.069
H28 5.6534 -0.5431 0.8216  0.110
C18 4.9085 -1.3409 2.6947  -0.087
H29 5.7723 -1.9859 2.8612  0.101
C19 3.8730 -1.3036 3.6274  -0.044
H30 3.9131 -1.9017 4.5388  0.112
C20 2.7666 -0.4815 3.4251  -0.209
C21 1.6851 -0.4273 4.4582  -0.046
C22 -2.4517 0.8992 2.2385  -0.216
C23 -3.3867 0.6252 1.2253  -0.217
C24 -3.0618 0.9170 -0.2030  -0.045
C25 -4.6445 0.1379 1.5786  -0.052
H31 -5.3584 -0.0792 0.7852  0.104
C26 -4.9766 -0.0566 2.9186  -0.084
H32 -5.9640 -0.4316 3.1865  0.098
C27 -4.0523 0.2457 3.9177  -0.046
H33 -4.3005 0.1123 4.9716  0.107
C28 -2.7810 0.7217 3.5926  -0.217
C29 -1.8043 1.0570 4.6752  -0.026
Fe1 0.1391 0.4174 1.1346  0.558
H34 3.3612 0.7771 -0.7400  0.056
H35 4.8384 1.4863 -0.0895  0.090
H36 3.2668 2.1809 0.3421  0.061
H37 1.3753 0.6007 4.6881  0.074
H38 2.0625 -0.8655 5.3893  0.082
H39 0.8022 -1.0032 4.1561  0.048
H40 -3.8038 0.4542 -0.8660  0.081
H41 -2.0714 0.5319 -0.4920  0.038
H42 -3.0600 1.9990 -0.4063  0.073
H43 -0.8638 0.4992 4.5688  0.059
H44 -2.2396 0.7925 5.6449  0.080
H45 -1.5608 2.1290 4.7034  0.080
H46 0.5066 4.2741 2.5961  0.105
C30 0.3900 0.5223 -0.9444  -0.324
Si1 0.3590 2.0650 -2.0166  0.418
H47 1.4176 0.1476 -1.0907  -0.041
H48 -0.3079 -0.1837 -1.4271  -0.008
C31 1.6487 1.8038 -3.3751  -0.185
C32 0.7964 3.6232 -1.0889  -0.173
C33 -1.3026 2.2426 -2.8755  -0.179
H49 -1.7040 1.2657 -3.1864  0.014
H50 -1.1804 2.8537 -3.7825  0.034
H51 -2.0465 2.7395 -2.2381  0.017
H52 2.5935 1.4273 -2.9613  0.014
H53 1.8600 2.7485 -3.8930  0.027
H54 1.2951 1.0798 -4.1222  0.017
H55 1.6072 3.4639 -0.3655  0.012
H56 -0.0664 4.0216 -0.5387  0.027
H57 1.1297 4.3940 -1.8010  0.034
N3 -0.7513 -2.2054 2.4715  0.022
C34 -0.3745 -1.2202 1.9362  -0.323